The following is a quantum chemistry calculation of C7H5Br2ClO as an isolated structure in a non-equilibrium geometry, from the Open Molecules 2025 dataset.

Its highest occupied orbital energy is -9.1230 eV.

ORCA input file:
```
! wB97M-V def2-TZVPD RIJCOSX def2/J DEFGRID3
* xyz 0 1
Br 2.4435 -2.0873 0.1261
Br 3.4690 1.6766 0.4525
Cl -3.2812 -0.4976 0.4077
O 0.4918 2.2741 -1.5758
C 0.8049 1.2193 -1.1181
C -0.9901 -0.5237 -0.8390
C 0.3340 -0.2354 -1.2649
C -1.0241 -0.1709 1.7659
C -1.5751 -0.2626 0.3864
C 1.6174 -0.5212 -0.4055
C 1.9107 0.7825 -0.2555
H -1.6472 0.4109 2.3068
H -1.5593 -0.5979 -1.6903
H -1.2359 -1.1353 2.1310
H 0.3044 -0.5795 -2.3321
H -0.0628 0.2479 1.9049
*
```